# 1
The following is a DFT calculation (ωB97M-V/def2-TZVPD) of a cluster of 9 separate species, C22H62O14 in total at a distorted geometry.

Last column: Mulliken charge in e.
Cartesian coordinates (Å):
C 8.40 10.14 13.07  0.9417
C 9.40 10.71 14.10  -0.2374
O 9.44 9.89 15.27  -0.5417
O 7.11 10.25 13.63  -0.6419
H 8.52 9.08 12.85  0.1069
H 8.40 10.69 12.13  -0.6065
H 9.16 11.71 14.46  0.4787
H 10.38 10.81 13.65  -0.2058
H 8.52 9.68 15.42  0.3645
H 6.52 10.19 12.88  0.3669
C 13.84 7.99 16.04  -0.6477
C 13.58 8.92 14.82  0.5132
O 14.56 9.91 14.81  -0.3808
O 13.15 8.44 17.26  -0.5103
H 14.90 7.83 16.24  0.2747
H 13.43 7.02 15.73  0.3170
H 12.55 9.23 14.65  -0.0875
H 13.72 8.37 13.89  -0.1030
H 14.36 10.51 15.53  0.2696
H 13.49 9.32 17.46  0.3239
C 9.40 9.82 8.44  -0.6281
C 10.27 8.65 8.01  -0.4348
O 11.68 8.80 8.12  -0.5120
O 9.37 9.88 9.85  -0.3338
H 8.39 9.63 8.09  0.5421
H 9.72 10.78 8.03  0.2820
H 10.03 8.45 6.97  0.4211
H 10.02 7.77 8.61  0.1198
H 11.88 9.11 9.01  0.1682
H 8.58 9.42 10.16  0.2014
C 12.90 10.86 11.29  0.2945
C 12.02 12.01 10.77  -0.8169
O 10.67 11.75 11.11  -0.3737
O 12.53 9.64 10.72  1.5904
H 12.66 10.92 12.35  -0.1064
H 13.98 11.00 11.21  -0.3550
H 12.19 12.09 9.70  0.3535
H 12.39 12.95 11.19  0.5405
H 10.37 11.01 10.58  -0.0799
H 12.43 9.00 11.43  -0.6670
C 7.76 13.61 10.60  0.1946
C 6.53 14.48 10.41  -0.6053
O 6.02 15.10 11.54  -0.4902
O 8.15 13.04 9.33  -0.5967
H 7.61 12.80 11.33  0.0468
H 8.56 14.16 11.09  0.1823
H 5.77 13.79 10.05  0.2930
H 6.80 15.16 9.60  0.2948
H 6.78 15.60 11.86  0.3178
H 8.59 12.22 9.57  0.3266
C 16.44 13.09 14.98  -1.2247
C 16.31 13.77 13.60  0.3950
C 15.35 12.99 12.68  -1.0964
O 15.68 15.00 13.78  -0.5434
H 17.27 13.41 15.60  0.4267
H 16.60 12.01 14.88  0.2184
H 15.53 13.25 15.55  0.3176
H 17.30 13.76 13.15  0.2619
H 15.02 13.40 11.73  0.3470
H 14.44 12.92 13.28  0.2065
H 15.73 12.00 12.42  0.3576
H 16.33 15.54 14.24  0.3410
C 16.34 13.82 6.89  -1.3098
C 15.11 12.95 6.52  0.1065
C 14.35 12.50 7.86  -0.7284
O 14.11 13.73 5.82  -0.5693
H 17.11 13.24 7.40  0.3344
H 16.09 14.68 7.51  0.3519
H 16.83 14.19 5.99  0.3638
H 15.41 12.05 5.98  0.3630
H 14.05 13.34 8.48  0.3881
H 14.89 11.78 8.48  0.0534
H 13.44 11.98 7.58  0.2993
H 14.04 14.61 6.21  0.3494
C 9.91 6.39 11.68  -1.4870
C 10.82 6.96 12.74  1.9222
C 10.97 5.92 13.89  -1.5098
O 12.11 7.15 12.15  -0.3728
H 9.89 7.00 10.78  0.0277
H 8.90 6.36 12.10  0.4959
H 10.18 5.40 11.32  0.5159
H 10.39 7.90 13.09  -0.9279
H 11.04 6.42 14.86  0.3221
H 11.91 5.37 13.84  0.3055
H 10.15 5.20 13.90  0.4194
H 12.34 6.37 11.65  0.2143
C 14.83 7.30 10.18  -0.7579
C 15.94 7.77 9.24  -0.0175
C 15.73 9.18 8.75  -0.5913
O 17.10 7.73 9.99  -0.6074
H 14.54 8.07 10.89  -0.0339
H 15.11 6.34 10.61  0.3476
H 13.92 6.99 9.66  0.3505
H 16.00 7.10 8.38  0.4019
H 15.70 9.88 9.58  -0.1651
H 14.79 9.22 8.20  0.2954
H 16.53 9.61 8.14  0.3271
H 16.97 8.27 10.77  0.3517

Output
Orbital gap (eV): 9.95
Energy relative to the best compared isomer or geometry (same formula, charge and spin) (kJ/mol): 202.2
E (eV): -52480.2354
SMILES string: CC(C)O.CC(C)O.CC(C)O.CC(C)O.OCCO.OCCO.OCCO.OCCO.OCCO
2S+1: 1

# 2
The following is a DFT calculation (ωB97M-V/def2-TZVPD) of the ion C3H9N4 with charge +1 at a distorted geometry.

Last column: natural (NBO) charge in e.
Cartesian coordinates (Å):
C -1.05 0.41 0.04  0.4417
C -0.69 -1.04 0.11  -0.5054
C 0.81 -1.07 -0.11  -0.2517
N -0.11 1.22 -0.23  -0.3529
N -2.34 0.78 0.11  -0.7667
N 2.18 0.84 0.38  -0.5901
N 1.16 0.38 -0.44  -0.0940
H -0.99 -1.40 1.21  0.2772
H -1.35 -1.47 -0.71  0.2667
H 1.35 -1.37 0.77  0.2444
H 1.10 -1.79 -0.94  0.2665
H -3.09 0.06 0.08  0.4233
H -2.55 1.69 -0.33  0.4271
H 1.82 0.49 1.28  0.3684
H 2.36 1.76 0.30  0.3942
H 1.40 0.51 -1.51  0.4516

Output
Orbital gap (eV): 11.07
Energy relative to the best compared isomer or geometry (same formula, charge and spin) (kJ/mol): 275.8
E (eV): -9208.7634
SMILES string: NC1=N[N@@H+](N)CC1
2S+1: 1
Charge: +1

# 3
The following is a DFT calculation (ωB97M-V/def2-TZVPD) of a structure of composition C40H73N12O2S at a distorted geometry.

Last column: Mulliken charge in e.
Cartesian coordinates (Å):
C 0.82 -0.44 2.32  -0.9407
S -0.39 0.60 1.36  0.9476
O -0.20 0.35 -0.17  -0.3575
O -0.09 2.05 1.61  -0.6922
N -2.05 0.29 1.72  0.1657
C -2.58 -1.09 1.51  -0.4225
C -3.63 -1.19 2.75  -0.1638
N -2.82 -0.40 3.77  -0.2618
C -2.58 0.83 2.97  -0.2396
N -2.84 2.09 3.30  -0.0517
H 0.37 -1.07 3.16  0.2234
H 1.41 -1.09 1.58  0.4286
H 1.60 0.26 2.80  0.3457
H -1.86 -1.96 1.61  0.2781
H -3.30 -1.09 0.62  0.3440
H -4.52 -0.46 2.60  -0.0146
H -3.96 -2.21 3.10  0.3892
H -1.93 -0.94 3.71  0.2878
H -3.40 2.68 2.66  0.3003
H -2.58 2.52 4.20  0.2906
C -8.76 -0.16 3.99  -1.1448
C -7.94 1.10 4.26  -0.3888
C -7.64 1.90 2.99  -0.4130
C -6.85 1.07 2.03  0.3128
N -6.24 0.41 1.28  -0.4911
H -8.22 -0.86 3.34  0.3358
H -8.97 -0.68 4.92  0.3379
H -9.71 0.09 3.51  0.3100
H -7.00 0.82 4.74  0.2541
H -8.49 1.74 4.96  0.3233
H -7.07 2.80 3.23  0.2612
H -8.57 2.22 2.50  0.3274
C 1.66 0.90 7.81  -1.5848
C 1.54 0.72 6.30  -0.0764
C 0.12 0.94 5.79  0.6893
C -0.82 -0.05 6.42  0.2100
N -1.55 -0.82 6.91  -0.5389
H 1.05 0.16 8.35  0.4907
H 2.69 0.76 8.14  0.3970
H 1.34 1.90 8.11  0.4096
H 1.88 -0.29 6.04  0.0432
H 2.21 1.42 5.81  0.1982
H 0.09 0.81 4.70  -0.6366
H -0.22 1.95 6.02  0.3336
C -1.73 -2.77 -4.04  -1.1427
C -1.91 -1.42 -4.73  -0.3393
C -0.80 -0.42 -4.39  0.7039
C -0.79 -0.16 -2.92  0.2827
N -0.79 0.05 -1.76  -0.3898
H -1.77 -2.67 -2.95  0.2975
H -2.52 -3.46 -4.33  0.3271
H -0.77 -3.22 -4.30  0.3328
H -2.88 -1.01 -4.45  0.1076
H -1.92 -1.58 -5.81  0.3437
H -0.97 0.52 -4.92  0.1979
H 0.18 -0.82 -4.69  -0.5764
C -5.87 -1.60 -4.25  -0.6192
C -6.62 -1.87 -5.55  -0.4459
C -6.51 -3.33 -6.00  -0.4646
C -5.07 -3.68 -6.24  0.3231
N -3.95 -3.96 -6.43  -0.4641
H -4.80 -1.77 -4.36  -0.1665
H -6.00 -0.56 -3.95  0.3462
H -6.24 -2.24 -3.44  0.3257
H -6.23 -1.21 -6.33  0.2970
H -7.68 -1.63 -5.41  0.3157
H -7.07 -3.48 -6.93  0.2962
H -6.92 -4.00 -5.24  0.2741
C 4.41 0.80 -5.01  -0.8953
C 4.22 -0.14 -3.83  -0.3888
C 3.92 -1.58 -4.25  -0.2313
C 2.65 -1.62 -5.05  0.3151
N 1.66 -1.65 -5.67  -0.5904
H 3.51 0.88 -5.61  0.3557
H 4.66 1.80 -4.67  0.3386
H 5.23 0.45 -5.66  0.0771
H 3.41 0.24 -3.20  0.2430
H 5.13 -0.13 -3.22  0.3232
H 3.80 -2.21 -3.37  0.3065
H 4.73 -1.98 -4.85  0.1042
C 6.67 -3.37 -8.34  -1.1186
C 6.49 -2.02 -9.02  -0.4138
C 7.60 -1.03 -8.66  -0.4125
C 7.61 -0.78 -7.19  0.2749
N 7.62 -0.58 -6.04  -0.4729
H 6.63 -3.29 -7.25  0.3059
H 5.87 -4.06 -8.64  0.3271
H 7.63 -3.83 -8.61  0.3210
H 5.52 -1.61 -8.73  0.2827
H 6.47 -2.17 -10.10  0.3097
H 7.43 -0.08 -9.18  0.2807
H 8.58 -1.41 -8.97  0.3247
C 1.90 -5.10 6.20  -1.2033
C 2.85 -4.11 5.54  -0.1339
C 3.90 -3.56 6.51  -0.3996
C 3.23 -2.85 7.64  0.2235
N 2.71 -2.29 8.53  -0.4672
H 1.32 -4.64 7.00  0.3660
H 1.18 -5.48 5.46  0.3364
H 2.45 -5.95 6.61  0.3153
H 2.27 -3.28 5.13  0.0092
H 3.35 -4.59 4.70  0.3373
H 4.57 -2.87 5.99  0.2712
H 4.51 -4.38 6.91  0.3596
C -1.07 3.97 -5.83  -1.2856
C -0.85 3.84 -4.32  0.0704
C 0.48 4.44 -3.87  -0.4709
C 1.62 3.73 -4.54  0.2184
N 2.50 3.18 -5.06  -0.4256
H -0.31 3.42 -6.39  0.3529
H -2.04 3.55 -6.10  0.3330
H -1.05 5.01 -6.14  0.3836
H -0.89 2.79 -4.04  -0.1434
H -1.66 4.35 -3.80  0.3347
H 0.59 4.35 -2.79  0.2792
H 0.53 5.51 -4.12  0.3361
C 4.26 6.17 6.63  -1.1738
C 4.57 4.72 6.99  -0.5666
C 3.63 3.72 6.32  -0.2488
C 2.22 3.99 6.75  0.3776
N 1.12 4.19 7.08  -0.5717
H 3.26 6.46 6.96  0.3463
H 4.97 6.84 7.11  0.3554
H 4.32 6.32 5.55  0.2937
H 4.52 4.61 8.08  0.3119
H 5.60 4.50 6.70  0.3512
H 3.90 2.70 6.60  0.2057
H 3.69 3.80 5.23  0.3761

Output
Orbital gap (eV): 5.24
E (eV): -75459.7115
2S+1: 1
Charge: +1

# 4
The following is a DFT calculation (ωB97M-V/def2-TZVPD) of a structure of composition C18H17IN5OSW.

Last column: natural (NBO) charge in e.
Cartesian coordinates (Å):
W 0.47 0.46 0.30  1.4376
I 1.90 -1.80 0.88  0.5170
C 0.52 -3.03 -0.08  -0.1465
C 0.76 -4.37 -0.24  -0.1704
C -0.26 -5.16 -0.81  -0.1752
C -1.45 -4.59 -1.16  -0.1321
C -1.68 -3.20 -0.97  -0.0022
C -2.94 -2.64 -1.28  -0.0231
C -3.19 -1.30 -1.10  -0.2509
C -2.17 -0.47 -0.62  -0.0851
C -0.89 -0.94 -0.27  -0.4042
C -0.67 -2.37 -0.43  -0.0976
H 1.69 -4.82 0.06  0.2575
H -0.09 -6.22 -0.95  0.2662
H -2.25 -5.19 -1.57  0.2541
H -3.71 -3.28 -1.68  0.2533
H -4.16 -0.88 -1.34  0.2591
H -2.41 0.58 -0.52  0.2057
N -1.95 4.01 -0.13  -0.2831
C -1.33 3.03 -0.79  0.2570
N -0.75 2.24 0.12  -0.6110
C -1.08 2.81 1.32  0.2892
N -1.81 3.88 1.20  -0.1538
C -0.66 2.15 2.55  0.1150
C -0.93 2.64 3.82  0.0765
N -0.54 1.99 4.91  -0.2524
C 0.12 0.85 4.74  0.0437
C 0.41 0.34 3.48  0.0659
N 0.02 0.99 2.37  -0.5029
H -2.47 4.79 -0.51  0.4733
H -1.32 2.92 -1.86  0.2610
H -1.48 3.56 3.94  0.2603
H 0.44 0.32 5.63  0.2580
H 0.94 -0.59 3.36  0.2366
C 2.84 0.72 -3.41  -0.8009
S 2.50 1.87 -2.10  1.2866
C 4.07 2.00 -1.29  -0.8019
O 1.64 0.99 -1.09  -0.8905
H 3.37 -0.15 -3.01  0.2725
H 3.46 1.26 -4.13  0.2991
H 1.90 0.45 -3.88  0.2851
H 4.73 2.50 -2.01  0.3021
H 4.44 1.01 -1.04  0.2716
H 3.95 2.64 -0.42  0.2796

Output
Orbital gap (spin up / spin down) (eV): 6.32 / 6.31
E (eV): -49173.0935
2S+1: 1
Charge: +3

# 5
The following is a DFT calculation (ωB97M-V/def2-TZVPD) of a structure of composition C34H46AuBN7Si at a distorted geometry.

Last column: natural (NBO) charge in e.
Cartesian coordinates (Å):
Au 0.09 -0.02 -0.01  1.1800
C -2.42 3.08 -0.37  -0.6280
C -2.67 1.98 0.59  0.1710
C -3.76 1.84 1.45  -0.3399
C -3.54 0.68 2.17  0.2182
C -4.42 0.07 3.21  -0.6432
N -2.37 0.16 1.75  -0.3253
N -1.86 0.93 0.79  -0.3500
B -1.66 -1.07 2.34  0.5034
N -1.49 -2.18 1.30  -0.3245
N -0.61 -2.13 0.27  -0.4111
C -0.55 -3.35 -0.27  0.1827
C 0.39 -3.78 -1.34  -0.6536
C -1.45 -4.18 0.39  -0.3461
C -2.02 -3.41 1.39  0.2226
C -3.04 -3.82 2.38  -0.6442
N -0.28 -0.69 2.89  -0.3333
N 0.73 -0.26 2.13  -0.3796
C 1.80 -0.07 2.90  0.1850
C 3.13 0.41 2.43  -0.6382
C 1.47 -0.42 4.21  -0.3452
C 0.14 -0.81 4.17  0.2133
C -0.69 -1.30 5.29  -0.6424
H -3.28 3.74 -0.39  0.2384
H -1.55 3.66 -0.08  0.2321
H -2.25 2.69 -1.37  0.2014
H -4.60 2.51 1.54  0.2348
H -5.32 0.66 3.31  0.2367
H -4.68 -0.94 2.94  0.2268
H -3.90 0.05 4.17  0.2330
H -2.31 -1.48 3.22  -0.0146
H 1.27 -3.14 -1.36  0.2273
H 0.70 -4.80 -1.15  0.2462
H -0.09 -3.78 -2.32  0.2172
H -1.65 -5.22 0.19  0.2339
H -3.41 -4.81 2.13  0.2363
H -2.63 -3.85 3.39  0.2342
H -3.88 -3.12 2.39  0.2262
H 3.17 0.46 1.35  0.2101
H 3.32 1.40 2.84  0.2337
H 3.91 -0.26 2.79  0.2359
H 2.11 -0.38 5.06  0.2307
H -0.10 -1.27 6.21  0.2364
H -1.58 -0.70 5.42  0.2261
H -0.99 -2.33 5.11  0.2267
C 0.97 1.91 -0.22  -1.1857
Si 1.34 2.29 -2.01  1.6576
C -0.18 1.57 -3.03  -0.6550
N -0.62 0.30 -2.55  -0.1993
C -2.06 0.06 -2.50  -0.2566
C -2.45 -1.26 -3.17  -0.4033
C -1.82 -1.34 -4.55  -0.4153
C -0.29 -1.26 -4.46  -0.4103
C 0.15 -0.82 -3.05  -0.2810
C 2.94 1.45 -2.59  -0.5589
C 3.54 1.76 -3.81  -0.1275
C 4.77 1.23 -4.16  -0.2254
C 5.43 0.39 -3.28  -0.1856
C 4.84 0.05 -2.08  -0.2309
C 3.60 0.56 -1.75  -0.1388
C 1.43 4.15 -2.34  -0.5108
C 2.45 4.86 -1.71  -0.1269
C 2.56 6.23 -1.86  -0.2223
C 1.65 6.92 -2.65  -0.1872
C 0.64 6.22 -3.30  -0.2084
C 0.53 4.85 -3.14  -0.1938
H 0.26 2.60 0.22  0.2355
H 1.85 1.93 0.41  0.2362
H 0.16 1.52 -4.07  0.2480
H -0.98 2.29 -2.96  0.2359
H -2.59 0.87 -3.01  0.2133
H -2.41 0.05 -1.46  0.2543
H -3.54 -1.29 -3.24  0.2395
H -2.14 -2.11 -2.56  0.2105
H -2.20 -0.50 -5.15  0.2076
H -2.14 -2.25 -5.05  0.2313
H 0.11 -0.56 -5.20  0.2178
H 0.16 -2.23 -4.65  0.2326
H 1.21 -0.54 -3.06  0.2505
H 0.01 -1.64 -2.36  0.2398
H 3.04 2.44 -4.50  0.2054
H 5.22 1.49 -5.10  0.2230
H 6.40 -0.01 -3.54  0.2243
H 5.35 -0.61 -1.39  0.2201
H 3.14 0.29 -0.81  0.1915
H 3.16 4.33 -1.10  0.2036
H 3.35 6.77 -1.37  0.2224
H 1.72 7.99 -2.76  0.2237
H -0.06 6.75 -3.93  0.2206
H -0.26 4.32 -3.65  0.1970

Output
Orbital gap (spin up / spin down) (eV): 8.76 / 5.38
E (eV): -58676.9588
2S+1: 3
Charge: +1

# 6
The following is a DFT calculation (ωB97M-V/def2-TZVPD) of a structure of composition C11H24ClINOP2SSc at a distorted geometry.

Last column: natural (NBO) charge in e.
Cartesian coordinates (Å):
C 0.01 0.65 -5.95  -0.8281
C 0.02 1.21 -4.64  0.9646
H 0.01 1.45 -6.71  0.3392
H -0.91 0.03 -6.03  0.3446
H 0.91 0.01 -6.05  0.3445
O 0.03 1.94 -3.73  -0.2898
I 0.01 -1.56 -3.09  -0.3781
Sc -0.01 -0.85 -0.44  1.2924
P 2.56 -0.07 -0.62  0.7445
C 3.30 1.18 0.50  -0.9183
C 3.42 -1.62 -0.09  -0.9121
H 4.46 -1.58 -0.45  0.2574
H 4.60 0.14 -1.95  0.2626
H 2.89 -2.48 -0.51  0.2650
H 3.17 -0.37 -2.93  0.2500
H 2.86 1.11 1.49  0.2410
H 3.41 -1.71 1.01  0.2481
C 3.52 0.30 -2.13  -0.9125
H 4.39 1.04 0.58  0.2623
H 3.34 1.34 -2.42  0.2430
H 3.07 2.17 0.09  0.2523
P -2.56 -0.02 -0.61  0.7422
C -3.30 1.26 0.48  -0.9259
C -3.52 0.33 -2.13  -0.9134
H -3.08 -2.39 -0.70  0.2676
H -4.51 -1.40 -0.21  0.2560
H -3.20 -1.79 0.97  0.2444
C -3.43 -1.55 -0.08  -0.9095
H -3.16 -0.34 -2.92  0.2511
H -4.59 0.15 -1.94  0.2633
H -4.37 1.05 0.67  0.2645
H -3.20 2.23 -0.03  0.2585
H -3.35 1.37 -2.43  0.2436
H -2.76 1.31 1.43  0.2404
Cl -0.04 -3.11 0.14  -0.4921
S -0.85 -0.72 4.28  0.5817
C 0.86 -0.73 4.01  -0.3986
C 1.15 -0.55 2.68  -0.0483
N 0.03 -0.45 1.85  -0.6085
C -1.10 -0.53 2.58  -0.1356
H 1.60 -0.82 4.80  0.2823
H 2.16 -0.51 2.25  0.2271
H -2.11 -0.46 2.18  0.2365

Output
Orbital gap (eV): 7.75
Energy relative to the best compared isomer or geometry (same formula, charge and spin) (kJ/mol): 20.6
E (eV): -86059.2549
2S+1: 1
Charge: +2